1.
{
  "formula": "C32H26F5NO3P2SSeTi",
  "method": "the ωB97M-V functional and the def2-TZVPD basis",
  "elements": ["Ti", "C", "N", "P", "C", "C", "C", "C", "C", "C", "C", "C", "C", "C", "C", "C", "P", "C", "C", "C", "C", "C", "C", "C", "C", "C", "C", "C", "C", "H", "H", "H", "H", "H", "H", "H", "H", "H", "H", "H", "H", "H", "H", "H", "H", "H", "H", "H", "H", "H", "H", "H", "C", "S", "O", "O", "O", "H", "H", "H", "F", "C", "C", "F", "C", "F", "C", "Se", "C", "F", "C", "F"],
  "xyz": [[0.63406, -0.18694, 0.69424], [-1.20110, 2.26002, 0.42867], [0.04919, 1.50302, 0.56019], [-0.76191, -1.85015, -0.71203], [-2.18187, -1.16373, -1.55080], [-3.29731, -0.84766, -0.76982], [-4.41935, -0.30131, -1.37085], [-4.42968, -0.07009, -2.74057], [-3.32226, -0.38974, -3.51450], [-2.19207, -0.93692, -2.92689], [-1.11567, -3.46765, -0.07190], [-2.33012, -4.10335, -0.32652], [-2.55438, -5.36693, 0.19720], [-1.57602, -5.98684, 0.96139], [-0.36262, -5.35457, 1.21374], [-0.13211, -4.09143, 0.70421], [1.47279, 2.52247, 0.89905], [1.90677, 3.16703, -0.73427], [1.51976, 2.57614, -1.93713], [1.91638, 3.13844, -3.13922], [2.71348, 4.27840, -3.14573], [3.09533, 4.87207, -1.95248], [2.67893, 4.32713, -0.74500], [2.70373, 1.15039, 1.09542], [3.86585, 1.09819, 0.32347], [4.78087, 0.07416, 0.51459], [4.54416, -0.94374, 1.43659], [3.40362, -0.90917, 2.21623], [2.50014, 0.14787, 2.06597], [-2.01017, 1.58383, 0.15307], [-1.09583, 3.02436, -0.34264], [-1.43955, 2.74100, 1.37810], [-3.29591, -1.04200, 0.29493], [-5.28648, -0.06424, -0.76914], [-5.30830, 0.35348, -3.20836], [-3.34019, -0.22111, -4.58263], [-1.34071, -1.19736, -3.54042], [-3.08930, -3.61977, -0.92712], [-3.49248, -5.86950, 0.00586], [-1.75733, -6.97385, 1.36561], [0.39525, -5.84847, 1.80592], [0.81914, -3.60216, 0.89307], [0.88693, 1.69454, -1.93059], [1.59640, 2.70345, -4.07750], [3.02163, 4.71337, -4.08699], [3.70074, 5.76817, -1.95889], [2.95169, 4.81060, 0.18699], [4.05076, 1.85389, -0.42804], [5.68755, 0.05619, -0.07660], [5.26137, -1.74439, 1.55598], [3.22107, -1.66619, 2.96812], [1.69432, 0.25013, 2.79380], [2.25764, -1.20781, -3.40513], [1.80081, -1.87757, -1.86063], [2.52539, -3.04752, -1.54322], [1.85925, -0.78359, -0.86033], [0.27358, -2.15964, -2.03825], [3.30883, -0.93372, -3.31860], [1.63981, -0.33825, -3.61672], [2.13188, -1.99124, -4.15094], [-3.14630, 3.88846, 4.99987], [-2.65639, 2.80629, 4.43141], [-3.47035, 2.00495, 3.64491], [-4.74256, 2.32152, 3.46612], [-2.94072, 0.87902, 3.04085], [-3.74959, 0.14298, 2.27390], [-1.60994, 0.51851, 3.19840], [-0.97763, -1.07192, 2.33160], [-0.82793, 1.32197, 4.01423], [0.45633, 1.01171, 4.24381], [-1.32629, 2.46038, 4.62051], [-0.54504, 3.20637, 5.38244]],
  "atomic_forces_ev_per_a": [[-0.05, -0.09, -0.02], [-0.05, -0.10, 0.03], [0.15, 0.05, 0.00], [0.05, 0.02, 0.03], [-0.01, -0.02, 0.03], [-0.01, -0.01, -0.01], [0.02, 0.00, 0.02], [0.00, 0.00, -0.01], [0.00, 0.01, -0.01], [0.00, 0.04, 0.02], [-0.02, 0.03, 0.03], [0.01, -0.02, -0.01], [-0.01, 0.01, -0.01], [0.02, -0.01, 0.02], [0.00, -0.01, 0.00], [-0.03, 0.03, -0.01], [-0.05, -0.02, -0.04], [-0.04, -0.02, -0.01], [0.01, 0.03, 0.00], [-0.02, -0.02, 0.01], [0.01, 0.01, 0.00], [0.00, 0.00, 0.00], [-0.01, 0.01, 0.00], [-0.03, -0.09, -0.01], [0.01, -0.03, 0.04], [-0.02, 0.03, -0.01], [0.02, -0.01, -0.01], [-0.01, 0.00, 0.02], [0.03, 0.01, 0.02], [0.02, 0.00, 0.00], [0.01, -0.01, -0.02], [0.00, 0.03, 0.01], [-0.01, 0.00, 0.00], [0.00, 0.00, 0.00], [0.00, 0.00, 0.00], [-0.01, 0.00, 0.00], [-0.01, -0.01, 0.00], [0.00, -0.01, 0.00], [0.00, 0.00, 0.00], [0.00, 0.00, 0.00], [0.00, 0.00, 0.00], [0.01, -0.01, 0.01], [0.01, 0.01, -0.01], [0.00, -0.01, 0.00], [0.00, 0.00, 0.00], [0.00, 0.00, 0.00], [0.01, -0.01, -0.01], [0.01, 0.00, 0.00], [0.00, 0.00, 0.00], [0.00, 0.00, 0.00], [0.00, 0.00, 0.00], [-0.01, 0.03, 0.05], [0.02, -0.01, -0.02], [0.00, -0.04, 0.00], [0.00, 0.01, 0.03], [-0.01, 0.13, 0.10], [-0.03, -0.03, -0.10], [0.00, 0.00, -0.01], [0.00, -0.01, 0.00], [-0.01, 0.01, -0.01], [0.02, -0.03, 0.00], [-0.03, 0.03, 0.02], [-0.04, 0.00, 0.00], [0.03, 0.01, -0.01], [-0.03, 0.00, 0.00], [0.00, 0.00, -0.02], [0.05, -0.01, -0.03], [0.05, 0.07, -0.06], [0.05, -0.01, 0.02], [-0.03, -0.02, -0.05], [-0.02, -0.01, 0.01], [0.01, 0.02, 0.01]],
  "mulliken_charge": [0.39, -1.11, 0.74, 1.15, 0.44, -0.68, -0.72, -0.66, -0.62, -0.63, 0.85, -0.47, -0.74, -0.58, -0.79, -0.47, -0.34, 0.03, 0.59, -0.94, -0.55, -0.69, -0.38, 0.62, -0.64, -0.75, -0.74, -0.87, 0.19, 0.17, 0.43, 0.32, 0.70, 0.51, 0.44, 0.46, 0.46, 0.44, 0.46, 0.42, 0.46, 0.27, 0.37, 0.46, 0.42, 0.45, 0.41, 0.49, 0.47, 0.45, 0.57, 0.76, -0.94, 0.98, -0.59, -0.08, -0.43, 0.41, 0.24, 0.46, -0.28, 0.65, 0.38, -0.28, 0.18, -0.39, -0.15, -0.03, 0.35, -0.47, 0.26, -0.29],
  "e_above_lowest_ev": 0.622,
  "homo_energy_ev": -14.30,
  "gap_ev": 7.107,
  "total_charge": 2,
  "total_energy_ha": -6346.1278
}

***

2.
{
  "formula": "C32H26F9N3O",
  "method": "the ωB97M-V functional and the def2-TZVPD basis",
  "elements": ["C", "N", "C", "C", "F", "F", "F", "O", "H", "H", "H", "F", "C", "F", "F", "C", "N", "C", "C", "C", "C", "C", "C", "C", "C", "C", "C", "C", "C", "C", "C", "C", "N", "C", "C", "F", "F", "F", "C", "C", "C", "C", "C", "C", "C", "C", "C", "C", "H", "H", "H", "H", "H", "H", "H", "H", "H", "H", "H", "H", "H", "H", "H", "H", "H", "H", "H", "H", "H", "H", "H"],
  "xyz": [[-0.56952, 5.13392, 1.08293], [0.77192, 5.40358, 1.08359], [1.62919, 4.39033, 1.00681], [3.10749, 4.73677, 1.00671], [3.38315, 5.43370, -0.10643], [3.37905, 5.47378, 2.09536], [3.83560, 3.61120, 1.02967], [1.26269, 3.23542, 0.93323], [-1.13584, 6.06563, 1.09657], [-0.81552, 4.56886, 0.18217], [-0.81262, 4.54239, 1.96780], [-7.13246, -3.00179, 1.20121], [-6.37248, -1.97881, 1.64393], [-6.08452, -1.12798, 0.64007], [-6.99259, -1.32910, 2.64551], [-5.05400, -2.55099, 2.18465], [-4.14697, -1.47199, 2.59048], [-4.18184, -1.06471, 3.97331], [-3.20531, -1.51718, 4.86116], [-3.30895, -1.25589, 6.20691], [-4.37345, -0.52150, 6.68987], [-5.32389, -0.02696, 5.81866], [-5.23018, -0.29460, 4.47370], [-3.36801, -0.78407, 1.61963], [-3.25937, 0.61169, 1.67560], [-2.44332, 1.29331, 0.82032], [-1.64306, 0.60616, -0.11752], [-0.74946, 1.33095, -0.94360], [0.37241, 0.81886, -1.64477], [0.90676, 1.55130, -2.72660], [1.98309, 1.09064, -3.42704], [2.62468, -0.09982, -3.06582], [3.72503, -0.59457, -3.81275], [3.64452, -0.58859, -5.27997], [2.79438, -1.76169, -5.79191], [2.58844, -1.59253, -7.11320], [3.46902, -2.90226, -5.55928], [1.62120, -1.76493, -5.13013], [4.77792, -1.33971, -3.16708], [4.68067, -2.71849, -2.99075], [5.63956, -3.40307, -2.28138], [6.71999, -2.72857, -1.74691], [6.83217, -1.36260, -1.91115], [5.86824, -0.67124, -2.60800], [2.14857, -0.79952, -1.95028], [1.04632, -0.36665, -1.26911], [-1.80964, -0.79358, -0.21156], [-2.65575, -1.46504, 0.62415], [-5.26141, -3.18306, 3.04882], [-4.58644, -3.17224, 1.42388], [-2.38539, -2.09789, 4.47689], [-2.57216, -1.64649, 6.88933], [-4.47612, -0.35337, 7.74860], [-6.15465, 0.54764, 6.19417], [-5.98366, 0.05277, 3.78873], [-3.85997, 1.14387, 2.39148], [-2.37773, 2.36641, 0.87196], [-0.92306, 2.39123, -1.03102], [0.43329, 2.47319, -3.01380], [2.36419, 1.65565, -4.25838], [3.19927, 0.34339, -5.62533], [4.64870, -0.65475, -5.69794], [3.84285, -3.23361, -3.42765], [5.54823, -4.46732, -2.14348], [7.47837, -3.26925, -1.20516], [7.67286, -0.83640, -1.48846], [5.94314, 0.39478, -2.73212], [2.64648, -1.70843, -1.66048], [0.71140, -0.90599, -0.40029], [-1.28816, -1.32889, -0.98342], [-2.76330, -2.53124, 0.53492]],
  "atomic_forces_ev_per_a": [[-0.92, -0.40, 0.12], [4.69, 1.33, -0.02], [-3.09, 3.21, 0.29], [-1.87, -0.13, 0.26], [0.97, 0.13, 0.04], [0.93, 0.06, -0.25], [0.65, 0.43, -0.05], [-0.15, -4.15, -0.49], [-0.22, -0.04, -0.01], [-0.69, -0.45, -0.33], [-0.63, -0.39, 0.15], [-0.19, 0.87, -0.01], [1.69, -0.98, 0.57], [-0.90, -0.15, 0.21], [-0.73, -0.21, -1.07], [0.59, 0.53, 0.23], [0.30, 0.03, -0.84], [-0.15, 0.29, 0.25], [-0.13, -0.10, -0.86], [0.06, 0.02, 0.30], [-0.08, 0.02, 0.21], [-0.07, 0.08, 0.30], [0.18, -0.12, -0.67], [-0.38, -0.24, 1.10], [-0.21, -0.16, 0.35], [0.29, 0.06, -0.28], [0.07, 0.00, -0.11], [0.39, -0.47, 0.12], [-0.18, 0.05, 0.19], [-0.15, -0.08, 0.26], [0.13, -0.05, -0.39], [0.77, -0.55, -0.45], [-0.53, 0.50, -0.11], [0.01, 0.17, 0.83], [1.12, 1.67, 0.44], [-0.26, -0.68, 0.47], [-0.90, -0.19, -0.63], [0.13, -0.67, -0.63], [-0.11, -0.24, 0.53], [-0.38, 0.40, -0.32], [0.20, -0.21, 0.06], [0.15, -0.12, 0.10], [0.25, -0.07, 0.11], [-0.67, 0.25, -0.51], [0.21, -0.14, 0.02], [-0.15, 0.26, 0.05], [0.03, 0.24, -0.05], [-0.29, -0.25, 0.05], [-0.09, 0.07, -0.07], [-0.16, 0.00, -0.15], [0.21, -0.17, -0.09], [0.15, -0.03, 0.07], [0.03, 0.09, 0.18], [-0.11, 0.11, 0.04], [0.02, 0.23, 0.11], [-0.03, 0.14, 0.21], [0.07, 0.28, 0.05], [-0.04, 0.33, -0.02], [-0.03, 0.29, -0.02], [0.03, 0.21, -0.13], [-0.06, -0.12, -0.08], [-0.08, -0.11, -0.02], [-0.11, -0.16, 0.13], [-0.02, -0.19, 0.00], [0.10, -0.08, 0.12], [0.09, 0.10, 0.04], [-0.01, 0.28, 0.01], [0.10, -0.10, 0.17], [0.06, -0.08, 0.14], [0.06, -0.18, -0.14], [0.03, -0.23, -0.07]],
  "mulliken_charge": [-0.23, -0.73, 0.22, 0.94, -0.28, -0.28, -0.25, -0.73, 0.35, -0.09, 0.16, -0.27, 0.92, -0.25, -0.23, -1.05, 0.65, -0.61, -0.28, -0.73, -0.30, -0.87, 0.20, 0.68, 0.02, -1.52, 0.84, -0.19, 0.80, -1.22, -0.50, 0.61, 0.63, -1.08, 0.92, -0.28, -0.23, -0.24, -0.59, 0.22, -0.87, -0.34, -0.70, -0.31, -0.26, -1.35, -1.02, -0.61, 0.43, 0.37, 0.43, 0.38, 0.41, 0.38, 0.52, 0.58, 0.33, 0.24, 0.46, 0.44, 0.38, 0.44, 0.48, 0.38, 0.40, 0.40, 0.45, 0.57, 0.78, 0.73, 0.37],
  "homo_energy_ev": -5.98,
  "gap_ev": 3.452,
  "total_charge": 0,
  "total_energy_ha": -2373.2330
}